Entry 1:
C19H21B3Br33O8P | ωB97M-V with the def2-TZVPD basis set

Maximum force = 4.91 eV/A
Orbital gap = 8.793 eV
HOMO = -9.41 eV
Molecular weight = 3077.611 g/mol
2S+1 = 1

Geometry (Å):
O: 7.59976 0.92595 5.82793
C: 7.54353 1.21554 4.61593
O: 6.62415 0.54233 3.75688
B: 5.53396 1.43036 3.36304
O: 5.56062 1.83346 1.95801
B: 4.69902 2.96920 1.74882
O: 4.63318 3.92672 2.85902
B: 3.95108 3.14524 3.89399
C: 2.61412 3.83195 4.52180
P: 1.05730 3.52844 3.46606
O: -0.22942 3.93206 4.19566
O: 0.96764 1.92790 2.89159
O: 1.20379 4.56386 2.09307
O: 4.47855 1.85236 4.24854
C: 8.46555 2.36532 3.92147
C: 9.64484 2.08157 2.92721
C: 10.43144 3.27391 2.30128
C: 10.05804 4.72702 2.68820
C: 8.88655 4.98664 3.67705
C: 8.08054 3.83663 4.31797
H: 4.01825 3.16650 0.81878
H: 2.79282 4.97373 4.44605
H: 2.44094 3.59085 5.62330
H: 1.43655 1.95171 2.01703
H: 0.58470 4.18802 1.42606
H: 9.97713 1.00909 2.62726
H: 11.28500 3.11476 1.56066
H: 10.60771 5.64423 2.29736
H: 8.59635 6.05097 4.00258
H: 7.22930 3.99836 5.06732
C: 0.54940 3.13332 8.79082
Br: 0.92181 4.97253 8.29981
Br: -0.97129 2.99973 9.98650
Br: 0.33858 2.00032 7.23168
H: 1.41736 2.76745 9.33666
C: 1.70228 1.00518 -1.32955
Br: 3.29542 1.30448 -0.26050
Br: 0.11430 0.84064 -0.22699
Br: 1.49340 2.35992 -2.70307
H: 1.83470 0.05246 -1.83994
C: -2.13910 3.56022 -3.08189
Br: -1.62731 5.01243 -4.26151
Br: -1.61051 3.90083 -1.24780
Br: -4.02762 3.14720 -3.22150
H: -1.59444 2.67602 -3.41087
C: 9.82950 -2.44560 5.64193
Br: 10.30735 -0.97037 4.47605
Br: 10.38849 -2.12730 7.47122
Br: 7.94121 -2.87101 5.52699
H: 10.37502 -3.31920 5.28952
C: -5.39955 -0.73370 -3.65411
Br: -5.81148 -2.61012 -3.91954
Br: -6.80884 0.18432 -2.68875
Br: -3.66955 -0.48659 -2.81294
H: -5.34133 -0.27806 -4.64106
C: -4.10840 2.69760 7.53760
Br: -3.73572 4.53604 7.04748
Br: -5.63465 2.56366 8.72777
Br: -4.30810 1.56235 5.97792
H: -3.24223 2.33327 8.08812
C: -6.37946 -0.73972 -8.08006
Br: -6.79050 -2.61609 -8.34394
Br: -7.78662 0.17918 -7.11050
Br: -4.64744 -0.49215 -7.24211
H: -6.32296 -0.28426 -9.06728
C: -7.37215 -7.12460 -8.17542
Br: -8.73794 -6.53061 -6.93372
Br: -7.75263 -6.55729 -9.99032
Br: -5.59708 -6.58600 -7.60847
H: -7.39030 -8.21371 -8.17142
C: -10.41592 -1.54576 -4.18423
Br: -12.33027 -1.45710 -4.48464
Br: -9.95752 -1.17121 -2.33767
Br: -9.66850 -3.23143 -4.78320
H: -9.96191 -0.76328 -4.79054
C: -3.74233 -9.49666 -9.92268
Br: -4.88569 -10.03358 -8.45045
Br: -4.76834 -8.81317 -11.41954
Br: -2.37534 -8.24413 -9.35314
H: -3.22949 -10.39185 -10.27006
C: -6.22183 -7.59640 -3.82475
Br: -6.62846 -9.47423 -4.09251
Br: -7.63045 -6.68470 -2.85208
Br: -4.48972 -7.34528 -2.98947
H: -6.16890 -7.13867 -4.81180

Atoms 1-3, force components in eV/Å:
-0.143 1.267 -4.746
0.879 -0.427 2.782
-0.772 2.865 0.620



Entry 2:
C28H27F5O2PTi | ωB97M-V with the def2-TZVPD basis set

Net charge = +2
<S²> = 0.76
Maximum force = 3.34 eV/A
Orbital gap (alpha / beta) = 8.037 / 8.143 eV
HOMO (alpha / beta) = -14.72 / -14.72 eV
Molecular weight = 569.353 g/mol
2S+1 = 2

Geometry (Å):
Ti: 2.00896 0.03892 -0.11820
C: 3.33560 -0.29497 -2.34087
C: 4.17603 -1.05737 -1.51541
C: 3.61013 -2.17427 -0.88326
C: 2.26740 -2.55481 -1.09737
C: 1.42987 -1.80845 -1.94570
C: 2.00746 -0.72465 -2.60631
H: 3.71400 0.55988 -2.90324
H: 5.21672 -0.81305 -1.38865
H: 4.30960 -2.78893 -0.29284
H: 1.89425 -3.37509 -0.50059
H: 0.38100 -2.11674 -2.04857
H: 1.48372 -0.09049 -3.26249
F: 1.62852 -1.33233 2.47070
C: 2.55768 -0.60503 1.88373
F: 2.35441 0.82372 2.28685
C: 3.92708 -1.01361 2.34425
F: 3.86521 -1.09209 3.61057
F: 4.83568 -0.13902 1.95121
F: 4.31380 -2.18965 1.83338
C: 1.74816 3.48109 -1.87031
C: 2.93803 3.25462 -0.95663
O: 2.60023 2.14919 0.02903
H: 2.00228 4.35627 -2.44546
H: 0.80166 3.58144 -1.27195
H: 1.51730 2.54653 -2.45495
H: 3.11605 4.09747 -0.35105
H: 3.77731 2.80535 -1.45718
H: 2.58130 2.51505 0.94437
O: 0.18275 0.35680 -0.02405
P: -1.29822 0.07693 0.33759
C: -1.65336 -1.53119 -0.28143
C: -1.30140 -2.64493 0.49811
C: -1.54794 -3.93496 0.04528
C: -2.02051 -4.16070 -1.21715
C: -2.46354 -3.05782 -1.95731
C: -2.31232 -1.79501 -1.49794
C: -2.25926 1.27451 -0.58225
C: -3.60695 1.35477 -0.28427
C: -4.49051 1.97862 -1.14381
C: -3.97954 2.58361 -2.27635
C: -2.65766 2.50784 -2.64616
C: -1.78840 1.83773 -1.76394
C: -1.62902 0.30393 2.08758
C: -2.73271 -0.32574 2.61863
C: -3.09548 -0.13432 3.94289
C: -2.27809 0.58779 4.79200
C: -1.20659 1.20156 4.25562
C: -0.87016 1.11078 2.90146
H: -0.71692 -2.56423 1.41523
H: -1.43699 -4.78555 0.73205
H: -2.14872 -5.19032 -1.58048
H: -3.07257 -3.18411 -2.85244
H: -2.60895 -0.97865 -2.16701
H: -3.98067 0.89517 0.60212
H: -5.53978 2.12569 -0.87974
H: -4.64967 3.09513 -2.94320
H: -2.27564 3.02159 -3.53086
H: -0.75744 1.73159 -2.08661
H: -3.33415 -1.00096 2.02970
H: -3.88561 -0.67475 4.43245
H: -2.48830 0.64830 5.91265
H: -0.54403 1.66165 4.92457
H: 0.04891 1.57032 2.54400

Atoms 1-3, force components in eV/Å:
0.741 0.314 -0.385
-0.238 -0.454 -0.401
-1.203 0.018 -0.055